No. 1
DFT (the ωB97M-V functional and the def2-TZVPD basis) results for 2 unconnected molecules or ions with the total composition C2H9NO at a distorted geometry.

Last column: Löwdin charge in e.
Positions of all 13 atoms, in Å:
C1 2.54747 0.61877 -0.27765  -0.090
N1 -4.08518 -0.03414 -1.12618  0.014
H1 3.40665 -0.03059 -0.10785  0.084
H2 1.92054 0.13418 -1.02606  0.082
H3 2.82073 1.64583 -0.47329  0.086
H4 -4.38850 -0.91064 -0.75895  -0.008
H5 -3.47066 0.42422 -0.46400  0.002
H6 -3.48751 -0.25638 -1.89475  -0.009
C2 0.96027 -0.33488 1.23116  -0.171
O1 1.79796 0.72022 0.93787  -0.236
H7 -0.02846 -0.19023 0.77202  0.080
H8 1.21669 -1.34754 0.89111  0.085
H9 0.79002 -0.43883 2.29657  0.081

Its SMILES is COC.N. Its net charge is 0. As for the spin multiplicity: 1. The value obtained for the largest force on an atom is 1.840 eV/A. Its HOMO energy is -9.8 eV. As for the frontier orbital gap: 10.55 eV. The energy above the lowest of the compared OMol25 structures with the same formula, charge and spin is 97.3 kJ/mol.

=====

No. 2
DFT (the ωB97M-V functional and the def2-TZVPD basis) results for a gas-phase ion, C5H6N (charge +1) at a distorted geometry.

Last column: Löwdin charge in e.
Positions of all 12 atoms, in Å:
C1 -1.60791 -0.03860 0.05371  -0.373
C2 -2.71578 0.53679 0.33457  0.325
C3 0.73728 0.80933 0.10829  -0.141
C4 1.16136 -0.52334 0.77343  0.293
C5 -0.37601 0.35672 -0.79191  -0.105
N1 -0.66810 -1.00242 -0.21257  0.092
H1 0.52745 1.52559 0.77176  0.084
H2 1.53488 1.25587 -0.46597  0.137
H3 1.54421 -1.24576 0.05559  0.115
H4 1.11638 -0.44925 1.89501  0.146
H5 -0.49413 0.75986 -1.87640  0.205
H6 -0.75962 -1.98478 -0.64550  0.223

Its net charge is +1. As for the spin multiplicity: 1. The value obtained for the largest force on an atom is 4.166 eV/A. Its HOMO energy is -14.9 eV. As for the frontier orbital gap: 8.38 eV. The energy above the lowest of the compared OMol25 structures with the same formula, charge and spin is 851.6 kJ/mol.

=====

No. 3
DFT (the ωB97M-V functional and the def2-TZVPD basis) results for a single C8H8BrNO3 molecule at a distorted geometry.

Last column: Löwdin charge in e.
Positions of all 21 atoms, in Å:
C1 2.66380 -0.97399 -0.25163  -0.109
C2 1.78452 -1.50543 0.57524  -0.034
C3 2.38188 -0.00674 -1.22154  -0.095
C4 0.42671 -0.94017 0.58672  -0.195
C5 1.12957 0.45184 -1.38746  -0.072
C6 0.07591 0.04961 -0.48786  -0.225
C7 -3.53219 0.53221 0.18709  -0.109
C8 -1.22972 0.49248 -0.52849  -0.651
N1 1.01273 0.84507 2.33863  -0.060
O1 1.70455 1.49367 1.61546  0.040
O2 0.21935 -0.21205 1.95117  -0.093
O3 -2.15569 0.10626 0.38309  -0.137
Br1 -1.78127 1.60622 -1.91567  0.902
H1 3.59444 -1.30354 -0.46908  0.077
H2 1.83287 -2.38729 1.27360  0.138
H3 3.22985 0.23323 -1.87660  0.118
H4 -0.48074 -1.58873 0.83332  0.167
H5 0.91639 1.33603 -2.01988  0.087
H6 -3.81048 0.42680 -0.85686  0.036
H7 -3.75814 1.55339 0.62791  0.116
H8 -4.22435 -0.20888 0.64285  0.098

Its SMILES is CO/C(Br)=C1/C=CC=C[C@H]1ON=O. Its net charge is 0. As for the spin multiplicity: 1. The value obtained for the largest force on an atom is 3.565 eV/A. Its HOMO energy is -7.8 eV. As for the frontier orbital gap: 7.65 eV. The energy above the lowest of the compared OMol25 structures with the same formula, charge and spin is 126.9 kJ/mol.

=====

No. 4
DFT (the ωB97M-V functional and the def2-TZVPD basis) results for a molecular structure, C35H32F11N4Os.

Last column: Löwdin charge in e.
Positions of all 83 atoms, in Å:
Os1 0.24578 -0.97517 -0.26271  1.637
C1 -2.55494 -1.52627 0.82599  -0.021
N1 -1.36774 -2.19126 0.24142  -0.313
C2 -0.87044 -3.27025 1.17905  -0.129
C3 0.34975 -2.78822 1.93126  -0.168
N2 1.19980 -2.12909 0.91588  -0.185
C4 2.57296 -2.42626 0.91557  -0.167
C5 3.33889 -2.41589 2.07248  -0.141
F1 2.76890 -2.07745 3.23416  0.118
C6 4.68526 -2.73678 2.05777  -0.131
F2 5.38453 -2.71241 3.18487  0.148
C7 5.30210 -3.06789 0.86230  -0.128
F3 6.59146 -3.36394 0.83788  0.156
C8 4.56168 -3.07524 -0.31136  -0.132
F4 5.13990 -3.38711 -1.46347  0.149
C9 3.21764 -2.76210 -0.26953  -0.159
F5 2.51325 -2.76884 -1.40874  0.091
C10 -1.75833 -2.86798 -1.03154  -0.166
C11 -1.80233 -1.86120 -2.13961  -0.197
N3 -0.55009 -1.06725 -2.06998  -0.154
C12 -0.18015 -0.50905 -3.31732  -0.141
C13 1.14643 -0.22455 -3.64767  -0.146
F6 2.12163 -0.56989 -2.80405  0.087
C14 1.54970 0.34207 -4.84199  -0.136
F7 2.84285 0.55348 -5.05653  0.145
C15 0.61725 0.65622 -5.81112  -0.135
F8 0.98109 1.19713 -6.96236  0.156
C16 -0.70795 0.37953 -5.54181  -0.137
F9 -1.64171 0.67758 -6.43807  0.145
C17 -1.09256 -0.18231 -4.33449  -0.145
F10 -2.41784 -0.34575 -4.19573  0.083
H1 -3.37379 -2.24488 0.89505  0.112
H2 -2.85124 -0.68531 0.20431  0.088
H3 -2.30987 -1.15441 1.81543  0.080
H4 -0.53541 -4.09964 0.56041  0.122
H5 -1.69057 -3.62040 1.80570  0.139
H6 0.85808 -3.64909 2.36931  0.141
H7 0.12261 -2.09332 2.73609  0.082
H8 -2.69949 -3.40288 -0.89034  0.144
H9 -0.97655 -3.58766 -1.27335  0.126
H10 -2.68922 -1.23455 -2.09796  0.097
H11 -1.83739 -2.42084 -3.07604  0.139
C18 -1.50580 3.52727 -1.59324  -0.033
C19 -1.88066 2.07441 -1.27993  -0.361
C20 -3.08154 1.67819 -2.13603  -0.052
C21 -2.15926 1.89489 0.20613  -0.150
C22 -3.32955 2.43778 0.72039  -0.021
C23 -3.59336 2.40663 2.07821  -0.040
C24 -2.66407 1.86139 2.93978  -0.033
C25 -1.47145 1.28934 2.49169  -0.132
C26 -0.55902 0.79957 3.62540  -0.332
C27 0.92649 0.54966 3.36455  -0.054
C28 -1.19833 -0.39129 4.35475  -0.053
C29 -1.26649 1.27049 1.10204  -0.214
N4 -0.06434 0.71873 0.53092  -0.121
C30 0.99748 1.67392 0.42860  -0.218
C31 0.91049 3.00135 0.83249  -0.021
C32 2.01561 3.83551 0.72845  -0.049
C33 3.22541 3.37206 0.22910  -0.051
C34 3.33889 2.04823 -0.17553  0.020
C35 2.22166 1.26717 -0.05435  -0.187
F11 2.28346 -0.06330 -0.42891  -0.039
H12 -1.29042 3.63107 -2.65800  0.088
H13 -0.62831 3.85732 -1.04043  0.063
H14 -2.33207 4.19976 -1.35365  0.090
H15 -1.03593 1.44063 -1.56325  0.098
H16 -3.93067 2.33957 -1.95792  0.083
H17 -3.41532 0.66078 -1.93953  0.065
H18 -2.83417 1.76045 -3.19449  0.080
H19 -4.03415 2.91305 0.05047  0.116
H20 -4.50564 2.83903 2.46709  0.115
H21 -2.84948 1.89629 4.00686  0.121
H22 -0.59347 1.62859 4.33999  0.140
H23 1.11618 -0.22043 2.61986  0.036
H24 1.39138 0.21845 4.29443  0.091
H25 1.43895 1.45842 3.05356  0.081
H26 -1.36860 -1.24182 3.69409  0.049
H27 -2.16459 -0.12653 4.78303  0.081
H28 -0.55278 -0.72767 5.16671  0.091
H29 -0.01676 3.38105 1.23998  0.130
H30 1.92545 4.86444 1.04859  0.118
H31 4.07725 4.03260 0.15324  0.116
H32 4.25361 1.63210 -0.57433  0.133

Its net charge is +1. As for the spin multiplicity: 1. The value obtained for the largest force on an atom is 0.705 eV/A. Its HOMO energy is -11.2 eV. As for the frontier orbital gap: 7.82 eV. The energy above the lowest of the compared OMol25 structures with the same formula, charge and spin is 0.0 kJ/mol.

=====

No. 5
DFT (the ωB97M-V functional and the def2-TZVPD basis) results for a single C8H9NO molecule at a distorted geometry.

Last column: Löwdin charge in e.
Positions of all 19 atoms, in Å:
C1 -3.90262 0.89981 -0.31968  0.121
C2 -2.78318 0.45585 -0.04665  -0.097
C3 0.60173 1.65830 -0.23788  -0.262
C4 -1.00753 -1.16562 1.19085  -0.062
C5 0.77783 -0.63731 -0.86547  -0.146
C6 -0.60549 -1.15604 -0.29116  -0.170
C7 -1.60257 -0.21657 0.25396  -0.197
C8 2.72745 0.49755 0.10798  0.007
N1 1.27943 0.55158 -0.35176  -0.158
O1 0.80105 2.73488 0.19497  0.096
H1 -4.85141 1.25028 -0.69087  0.026
H2 -1.52363 -2.07903 1.56328  0.112
H3 -0.44346 -0.70828 2.04827  0.121
H4 1.54288 -1.36007 -0.48098  0.129
H5 0.80018 -0.60617 -1.96876  0.131
H6 -0.97722 -1.82380 -0.94113  0.092
H7 2.60986 0.14028 1.03275  0.037
H8 3.45539 0.02688 -0.59436  0.107
H9 3.10131 1.53748 0.39665  0.113

Its net charge is 0. As for the spin multiplicity: 1. The value obtained for the largest force on an atom is 4.943 eV/A. Its HOMO energy (spin up / spin down) is -7.4 / -7.8 eV. As for the frontier orbital gap (spin up / spin down): 7.01 / 8.32 eV. The energy above the lowest of the compared OMol25 structures with the same formula, charge and spin is 720.8 kJ/mol.

=====

No. 6
DFT (the ωB97M-V functional and the def2-TZVPD basis) results for a molecular structure, C7H13NO5Pt at a distorted geometry.

Last column: Löwdin charge in e.
Positions of all 27 atoms, in Å:
Pt1 -0.36880 0.52026 -0.24449  1.151
C1 2.82780 -2.57574 0.49921  -0.008
C2 2.21030 -1.18764 0.64351  -0.533
C3 3.16500 -0.17294 1.26361  -0.011
O1 1.75770 -0.73124 -0.62799  -0.063
C4 0.98920 -1.30764 1.64491  -0.625
O2 1.21460 -1.82814 2.71341  0.081
O3 -0.12310 -0.85054 1.23901  -0.173
H1 3.69780 -2.53434 -0.15169  0.087
H2 2.10370 -3.26404 0.06891  0.095
H3 3.11990 -2.93084 1.48311  0.092
H4 4.09150 -0.11504 0.69271  0.092
H5 3.39480 -0.45494 2.28781  0.099
H6 2.69020 0.80996 1.27291  0.092
H7 2.35050 -0.03284 -0.93509  0.107
N1 -2.62880 -0.17374 -0.86849  0.013
C5 -3.54510 0.96786 -0.84989  -0.235
C6 -2.80990 2.26806 -0.50199  -0.121
C7 -1.81290 2.59386 -1.65139  -0.675
O4 -2.17290 3.29576 -2.56799  0.072
O5 -0.65790 2.05316 -1.51959  -0.204
H8 -2.51460 -0.57424 -1.79139  0.103
H9 -2.87320 -0.89314 -0.19949  0.100
H10 -4.32140 0.79456 -0.10099  0.119
H11 -4.01820 1.09886 -1.82769  0.129
H12 -2.24750 2.13536 0.43221  0.096
H13 -3.51870 3.08946 -0.40329  0.121

Its net charge is 0. As for the spin multiplicity: 1. The value obtained for the largest force on an atom is 2.403 eV/A. Its HOMO energy (spin up / spin down) is -9.4 / -9.4 eV. As for the frontier orbital gap (spin up / spin down): 7.36 / 7.36 eV.